Record 1
# C6H14N2O2

2 unconnected molecules or ions with the total composition C6H14N2O2 (ωB97M-V with the def2-TZVPD basis set, OMol25).

Results
Energy above the lowest of the compared OMol25 structures with the same formula, charge and spin in kcal/mol: 64.64
Max |F| in eV Å⁻¹: 5.3
Electronic energy in eV: -13522.821
SMILES: CNC(C)=O.CNC(C)=O
E_HOMO in eV: -9.5
Frontier orbital gap in eV: 10.083

Positions of all 24 atoms, in Å:
C 1.1443 1.3731 1.8378
N -0.1919 1.3089 1.1495
C -0.5942 2.3769 0.4001
C -1.9357 2.1536 -0.2430
O 0.2489 3.2102 0.1275
H 1.3925 2.1514 2.5383
H 1.3907 0.4301 2.2539
H 2.0543 1.5939 1.0459
H -0.8153 0.7724 1.7755
H -2.0239 1.2097 -0.5483
H -2.6649 2.3196 0.5854
H -2.0393 2.8563 -0.9682
C -0.6369 -1.7547 -2.4149
N 0.2480 -1.4108 -1.3479
C 0.3659 -2.2340 -0.2495
C 1.6987 -2.0470 0.5054
O -0.4768 -2.9747 0.2257
H -1.7152 -1.9075 -2.1241
H -0.7387 -0.8848 -3.0722
H -0.2744 -2.7499 -2.8430
H 0.6439 -0.3815 -1.1147
H 1.8813 -1.0500 0.8873
H 1.5413 -2.7667 1.2619
H 2.5454 -1.9696 -0.1302


Record 2
# C6H14N2O4P

2 unconnected molecules or ions with the total composition C6H14N2O4P (ωB97M-V with the def2-TZVPD basis set, OMol25).

Results
Energy above the lowest of the compared OMol25 structures with the same formula, charge and spin in kcal/mol: 235.99
Max |F| in eV Å⁻¹: 5.1
Electronic energy in eV: -26894.901
E_HOMO (alpha / beta) in eV: -13.7 / -13.6
Frontier orbital gap (alpha / beta) in eV: 7.694 / 7.735
Charge: +1

Positions of all 27 atoms, in Å:
C 1.1511 0.4017 -1.6472
C 2.8855 1.1635 0.1195
C 1.9855 -0.8849 1.9024
C 0.6796 -1.9340 0.1163
C 1.5233 0.4341 -0.1245
C 1.4535 -0.8304 0.7065
N -2.6647 -0.3221 -0.2541
N -0.7430 1.0706 0.6612
O -3.5103 -1.4347 -0.1230
O 0.4938 1.3307 0.6081
O -4.6535 1.8246 -0.2021
O -0.6620 -1.6213 -0.1584
P -1.2971 -0.3904 0.6591
H 0.0766 -0.0253 -1.8744
H 1.9453 -0.1686 -2.2004
H 1.1339 1.4189 -2.0414
H 3.8381 0.5901 -0.1139
H 2.9975 1.4420 1.1875
H 3.0751 1.9530 -0.6547
H -4.7326 2.0885 0.6903
H 2.1052 -1.8485 2.3820
H 2.4789 -0.1788 2.3609
H 1.0953 -2.2636 -0.9051
H 0.5430 -2.8314 0.6934
H -3.5526 -1.8575 -0.9261
H -3.2254 0.4132 0.0283
H -4.4202 2.4607 -0.8903